#a
# C4H7N3O2

C4H7N3O2 in the gas phase (wB97M-V/def2-TZVPD, the OMol25 dataset).

Properties
- orbital gap (eV) = 8.9
- HOMO level (eV) = -8.30
- structure (SMILES) = O/N=C1/NCC=CN1O
- total charge = 0

Geometry as XYZ:
```
16
C4H7N3O2 (wB97M-V/def2-TZVPD)
C -0.469 -0.574 0.173
C 1.998 -0.951 0.069
C 2.140 0.424 -0.357
C 1.256 1.320 -0.466
H -3.461 -0.669 -0.931
H 0.474 -2.338 -0.018
H 2.882 -1.194 0.870
H 2.620 -1.451 -0.892
H 3.053 0.804 -0.814
H 1.059 2.388 -0.855
H -1.812 1.734 0.346
N -1.643 -1.192 0.051
N 0.576 -1.476 0.529
N -0.086 0.787 0.020
O -2.435 -0.161 -0.647
O -0.852 1.734 0.845
```

Results of the Mulliken charge analysis, in e, for atoms 1 through 6:
1 C 0.49
2 C -0.26
3 C -0.30
4 C -0.47
5 H 0.35
6 H 0.33



#b
# C4H7N3O2

C4H7N3O2 in the gas phase (wB97M-V/def2-TZVPD, the OMol25 dataset).

Properties
- orbital gap (alpha / beta) (eV) = 7.5 / 7.5
- HOMO level (alpha / beta) (eV) = -8.24 / -8.24
- total charge = 0

Geometry as XYZ:
```
16
C4H7N3O2 (wB97M-V/def2-TZVPD)
C 0.598 0.579 0.485
C -1.743 0.167 -1.248
C 1.862 0.797 0.956
C -1.217 -2.124 -0.885
N 0.241 -0.533 -0.153
N -0.919 -0.704 -0.737
N 2.131 1.926 1.726
O 1.195 2.637 2.076
O 3.297 2.151 2.019
H -0.165 1.320 0.740
H -1.529 1.220 -1.178
H -2.619 -0.158 -1.773
H 2.698 0.160 0.725
H -2.288 -2.282 -0.981
H -0.710 -2.519 -1.765
H -0.834 -2.637 -0.007
```

Results of the Mulliken charge analysis, in e, for atoms 1 through 6:
1 C -0.07
2 C -0.20
3 C -0.61
4 C -0.83
5 N -0.82
6 N 0.58



#c
# C4H7N3O2

2 unconnected molecules or ions with the total composition C4H7N3O2 (wB97M-V/def2-TZVPD, the OMol25 dataset).

Properties
- orbital gap (eV) = 9.9
- HOMO level (eV) = -10.46
- structure (SMILES) = N#CCCC(=O)O.[H]/N=N/[H]
- total charge = 0

Geometry as XYZ:
```
16
C4H7N3O2 (wB97M-V/def2-TZVPD)
C -2.702 1.900 0.901
C -1.905 1.073 0.076
C -0.922 0.338 0.998
C 0.279 -0.299 0.407
N -3.437 2.361 1.639
N 2.832 -1.081 -1.520
N 2.853 -2.265 -1.042
O 0.825 -1.190 1.024
O 0.731 0.314 -0.660
H -1.246 1.586 -0.639
H -2.595 0.345 -0.479
H -0.403 0.954 1.848
H -1.371 -0.554 1.383
H 3.481 -1.021 -2.310
H 1.983 -2.451 -0.563
H 1.598 -0.010 -1.062
```

Results of the Mulliken charge analysis, in e, for atoms 1 through 6:
1 C 0.26
2 C -0.30
3 C -0.41
4 C 0.35
5 N -0.42
6 N -0.11



Which one sits at the top of the stability order? #c does.



#a
# C6H9F

C6H9F in the gas phase (wB97M-V/def2-TZVPD, the OMol25 dataset).

Properties
- orbital gap (eV) = 10.9
- HOMO level (eV) = -9.77
- structure (SMILES) = C=C1C[C@H]1[C@H](C)F
- total charge = 0

Geometry as XYZ:
```
16
C6H9F (wB97M-V/def2-TZVPD)
C 0.147 0.321 1.625
C 1.012 -0.092 2.509
C -0.592 1.256 0.761
C -0.583 -0.257 0.404
C -0.336 -1.049 -2.117
C 0.423 -0.715 -0.764
F 0.939 -1.903 -0.281
H 1.087 -1.133 2.592
H 1.581 0.598 3.134
H -1.414 1.805 1.160
H 0.203 1.842 0.128
H -1.505 -0.707 0.289
H -0.589 -2.154 -2.116
H 0.301 -0.857 -2.988
H -1.125 -0.252 -2.133
H 1.264 0.017 -1.008
```

Results of the Mulliken charge analysis, in e, for atoms 1 through 6:
1 C 0.22
2 C -0.74
3 C -0.54
4 C -0.62
5 C -1.19
6 C 0.39



#b
# C6H9F

C6H9F in the gas phase (wB97M-V/def2-TZVPD, the OMol25 dataset).

Properties
- orbital gap (eV) = 10.5
- HOMO level (eV) = -9.53
- structure (SMILES) = F[C@@]12CCC[C@H]1C2
- total charge = 0

Geometry as XYZ:
```
16
C6H9F (wB97M-V/def2-TZVPD)
C -0.870 -0.347 -0.556
C 0.043 0.707 -1.148
C 1.038 1.111 -0.040
C 0.521 0.283 1.304
C -0.127 -0.892 0.534
C -1.247 -1.685 -0.152
H 0.849 0.571 -2.055
H -0.643 1.690 -1.403
H 2.058 0.362 -0.115
H 1.268 2.340 0.003
H -0.053 0.729 1.989
H 1.311 -0.156 1.868
H 0.884 -1.166 0.117
H -1.144 -2.698 -0.738
H -2.304 -1.433 0.144
F -1.585 0.583 0.248
```

Results of the Mulliken charge analysis, in e, for atoms 1 through 6:
1 C 0.57
2 C -0.51
3 C -0.39
4 C -1.08
5 C -0.19
6 C -0.46



Which one sits at the top of the stability order? #a does.



#a
# C4H16N2O2

2 unconnected molecules or ions with the total composition C4H16N2O2 (wB97M-V/def2-TZVPD, the OMol25 dataset).

Properties
- orbital gap (eV) = 12.7
- HOMO level (eV) = -19.42
- total charge = +2

Geometry as XYZ:
```
24
C4H16N2O2 (wB97M-V/def2-TZVPD)
C 0.494 -1.366 0.921
O 1.828 -0.969 0.757
C -0.247 -0.492 -0.127
C -0.909 0.836 0.581
C 0.075 1.907 1.192
N 1.537 1.568 1.294
N -1.359 -1.275 -0.881
H 0.493 -2.395 0.574
H -0.061 -1.288 1.865
H 2.236 -1.674 0.286
H 0.496 -0.203 -0.933
H -1.629 0.704 1.481
H -1.427 1.268 -0.172
H -0.320 2.189 2.129
H -0.141 2.776 0.518
H 2.100 2.301 0.869
H 1.694 0.483 0.992
H 1.668 1.411 2.206
H -2.163 -0.646 -0.836
H -1.070 -1.584 -1.889
H -1.385 -2.132 -0.311
H -1.019 -0.006 -4.081
H -0.084 -1.052 -3.296
O -0.810 -0.361 -3.140
```

Results of the Mulliken charge analysis, in e, for atoms 1 through 6:
1 C -0.82
2 O -0.50
3 C 0.12
4 C -1.00
5 C -0.71
6 N -0.13



#b
# C4H16N2O2

3 unconnected molecules or ions with the total composition C4H16N2O2 (wB97M-V/def2-TZVPD, the OMol25 dataset).

Properties
- orbital gap (eV) = 11.6
- HOMO level (eV) = -18.18
- total charge = +2

Geometry as XYZ:
```
24
C4H16N2O2 (wB97M-V/def2-TZVPD)
C -0.579 -0.747 -0.268
C -1.181 0.675 -0.038
C -1.191 1.237 1.411
C -0.287 1.386 2.349
N -2.655 1.653 1.651
N 0.708 -0.854 -1.060
H -0.158 -1.139 0.691
H -1.273 -1.610 -0.703
H -0.889 1.420 -0.682
H -2.196 0.643 -0.552
H -0.516 1.479 3.437
H 0.764 1.419 2.061
H -3.282 0.969 1.146
H -2.959 2.541 1.193
H -2.976 1.583 2.780
H 1.070 -1.781 -1.119
H 0.596 -0.307 -1.975
H 1.459 -0.235 -0.556
H 3.125 -1.753 1.419
H 3.494 -1.913 -0.036
O 2.875 -1.396 0.574
H 2.675 -0.680 -3.726
H 1.539 -1.449 -4.391
O 1.836 -1.140 -3.609
```

Results of the Mulliken charge analysis, in e, for atoms 1 through 6:
1 C -0.88
2 C -0.80
3 C 0.43
4 C -0.72
5 N -0.46
6 N -0.36



Which one sits at the top of the stability order? #b does.



#a
# C2H3ClNOP

2 unconnected molecules or ions with the total composition C2H3ClNOP (wB97M-V/def2-TZVPD, the OMol25 dataset).

Properties
- orbital gap (eV) = 9.4
- HOMO level (eV) = -10.15
- total charge = 0

Geometry as XYZ:
```
9
C2H3ClNOP (wB97M-V/def2-TZVPD)
C -1.142 2.205 -0.564
C 0.782 0.030 -0.507
N -1.449 3.325 -0.533
O -2.054 -0.452 -0.561
P -0.854 0.403 -0.496
Cl 1.422 -2.317 2.193
H 0.637 -2.864 1.210
H 1.566 0.758 -0.338
H 1.092 -1.085 -0.403
```

Results of the Mulliken charge analysis, in e, for atoms 1 through 6:
1 C 0.22
2 C -0.54
3 N -0.27
4 O -0.58
5 P 0.75
6 Cl -0.26



#b
# C2H3ClNOP

2 unconnected molecules or ions with the total composition C2H3ClNOP (wB97M-V/def2-TZVPD, the OMol25 dataset).

Properties
- orbital gap (alpha / beta) (eV) = 9.0 / 7.1
- HOMO level (alpha / beta) (eV) = -9.93 / -9.75
- total charge = 0

Geometry as XYZ:
```
9
C2H3ClNOP (wB97M-V/def2-TZVPD)
C -1.667 1.155 -0.442
C 1.985 -0.104 0.068
N -1.675 2.093 -1.094
O -1.238 -0.552 1.736
P -1.088 -0.373 0.315
Cl -2.151 -1.738 -0.807
H 2.294 0.813 -0.258
H 1.666 -0.417 1.084
H 1.874 -0.878 -0.604
```

Results of the Mulliken charge analysis, in e, for atoms 1 through 6:
1 C 0.24
2 C -1.02
3 N -0.28
4 O -0.46
5 P 0.61
6 Cl -0.20



Which one sits at the top of the stability order? #a does.